No. 1
10
Properties=species:S:1:pos:R:3 method="wB97M-V/def2-TZVPD" total_energy_ha=-3168.125041 multiplicity=1 largest_force_ha_per_bohr=0.0603
H 1.54557 -0.20810 0.22938
Cl -2.30901 2.57047 -0.10083
H -0.05871 1.19697 1.02113
H 0.76369 -0.35854 -1.26993
C 0.56801 -0.37618 -0.26660
H 0.05731 -1.24482 0.02416
C -1.43598 1.06310 -0.44638
Br -3.06277 -0.90242 0.24624
H -1.56351 0.74260 -1.54971
N -0.27243 0.79287 0.07912


No. 2
14
Properties=species:S:1:pos:R:3 method="wB97M-V/def2-TZVPD" total_energy_ha=-3395.466453 multiplicity=1 largest_force_ha_per_bohr=0.0386
O -0.06226 -0.02584 -1.04263
H 2.82410 0.14903 -0.24149
F 1.41098 -1.64860 -0.77034
P -1.63960 0.09667 -0.82404
H -1.80120 -1.13701 0.96131
O -2.13663 -1.12369 0.05731
H 2.08744 0.32500 1.37673
C 1.91844 0.36901 0.30789
O -2.33877 0.17657 -2.09851
Br -1.01603 1.67607 1.56631
O -1.98213 1.42480 0.02570
C 0.82765 -0.60344 -0.10301
H 0.30901 -1.04829 0.74102
H 1.59901 1.36971 0.04373


No. 3
11
Properties=species:S:1:pos:R:3 method="wB97M-V/def2-TZVPD" total_energy_ha=-2837.904148 multiplicity=1 largest_force_ha_per_bohr=0.0913
C -0.74112 -0.22623 -0.64138
N -0.29122 0.91650 -0.06464
H -0.09141 -2.16528 -1.18567
O -1.76740 -0.20834 -1.27423
H 0.57628 0.86855 1.86958
H 1.38865 1.83509 0.80443
H 1.19199 -1.13545 -0.48351
C 0.14670 -1.42044 -0.43219
N 0.98089 0.91676 0.93695
H -0.05079 -1.83499 0.55514
Br -1.34256 2.45384 -0.08449


No. 4
12
Properties=species:S:1:pos:R:3 method="wB97M-V/def2-TZVPD" total_energy_ha=-2913.221691 multiplicity=1 largest_force_ha_per_bohr=0.0730
N -1.29922 0.48659 -0.13215
C 0.22032 0.10204 -0.16435
Br 1.17017 1.91321 -0.12786
H 1.42083 -1.04611 -1.40170
H -1.78328 -0.38750 -0.20192
N 0.50286 -0.62465 -1.32893
H -0.41510 0.94397 1.95501
O -0.13212 0.00395 2.14933
H 0.07113 -0.32204 -2.18143
C 0.51034 -0.54660 1.18492
O 1.25597 -1.47831 1.21754
H -1.52190 0.95544 -0.96846